Entry 1:
58
Properties=species:S:1:pos:R:3:forces:R:3:mulliken_charge:R:1 method="wB97M-V/def2-TZVPD" lumo_ev=0.68 energy_ha=-1838.7914 total_charge=-1 spin_multiplicity=1
C 4.824942 -64.180203 -10.182401 -1.488 -2.211 -0.724 -0.130
H 10.199346 -61.093240 -9.759373 -0.215 0.576 0.603 0.374
O 6.994676 -63.823403 -17.688701 -0.032 0.047 0.259 -0.638
O 5.559290 -60.276916 -6.335198 -0.489 0.819 -1.336 -0.551
H 12.056363 -61.066453 -15.263862 -0.308 -1.349 1.567 0.569
O 5.715498 -61.825389 -7.796805 -0.700 -0.071 -1.378 -0.511
H 2.717817 -64.855693 -10.341079 -1.860 -0.588 0.907 0.436
N 6.003505 -60.714279 -7.411801 0.842 -1.499 4.052 0.767
N 10.573212 -62.714257 -12.391284 2.833 -2.008 -2.871 0.747
C 10.811882 -65.554680 -15.081566 -5.074 -1.609 -5.423 -0.598
C 10.158887 -66.815511 -17.217889 -2.245 2.815 -2.648 -0.431
O 7.045999 -63.328992 -15.577785 0.105 -0.170 -0.380 -0.580
H 9.254500 -64.208903 -14.355021 -0.458 1.866 1.954 0.319
C 9.848956 -58.883877 -8.928024 -1.554 -4.182 -0.813 -0.417
H 8.239794 -62.101407 -8.613996 -0.792 -0.328 -0.320 0.437
C 7.231144 -60.159755 -7.837373 5.674 3.941 -3.351 0.130
H 6.931219 -63.356788 -10.509064 -2.009 -1.312 -0.922 0.247
H 9.143404 -60.695469 -17.216016 0.843 0.189 -1.146 0.374
H 6.887287 -58.063032 -6.993957 1.034 -0.468 -1.017 0.343
O 9.523787 -62.885733 -11.779402 -1.660 1.743 -0.327 -0.519
C 9.580995 -60.431726 -9.125993 -4.568 2.613 1.954 -0.508
C 8.216661 -61.030023 -8.633419 3.034 4.679 1.022 -0.026
H 12.411892 -59.132544 -18.493149 -1.091 -0.783 0.932 0.290
H 10.458200 -67.544168 -18.095475 -0.807 1.378 2.092 0.210
N 11.347110 -60.326661 -16.960838 -5.542 -1.375 -4.017 0.138
C 11.374717 -59.395758 -18.096859 1.935 1.265 -0.891 -0.939
C 3.752144 -65.532254 -12.244327 9.529 7.391 5.671 -0.851
H 11.718531 -67.283044 -16.199384 5.592 -4.135 0.637 0.557
O 10.777721 -62.059978 -13.528186 -1.904 -0.347 2.727 -0.580
C 12.250265 -60.397213 -16.040716 2.163 1.951 -0.322 -0.023
H 10.764338 -59.479217 -19.028297 0.119 -1.546 1.049 0.348
C 10.099414 -61.174954 -16.955865 0.936 -0.862 0.110 -1.072
H 8.437615 -65.794816 -18.350588 -2.148 -0.226 -3.317 0.627
C 9.025501 -65.789137 -17.549776 3.798 0.656 8.988 -0.770
H 10.717930 -58.502283 -9.476046 -0.311 0.032 0.580 0.369
O 6.439323 -66.394525 -14.721629 -4.398 2.755 1.344 -0.518
H 11.479532 -65.410389 -14.336112 1.819 0.369 2.397 0.655
C 9.575622 -64.762169 -15.147942 0.878 -3.301 -5.126 -0.102
H 9.781563 -61.456123 -15.995690 0.464 -0.113 2.177 0.320
C 6.021122 -63.955214 -10.950515 0.851 -2.028 -0.869 -0.093
C 8.941270 -58.081776 -8.244417 -3.780 -1.207 1.966 -0.289
N 7.458641 -63.904934 -16.567301 1.324 -0.862 0.488 1.110
C 7.603551 -58.650435 -7.633796 1.485 -3.561 -1.605 -0.448
H 3.149231 -66.118841 -12.635498 -6.096 -4.992 -3.617 0.646
O 11.528680 -63.435721 -12.038722 0.573 0.537 0.381 -0.634
O 13.226292 -59.665509 -16.124557 1.094 0.108 0.717 -0.673
H 11.000980 -58.467517 -17.745587 -0.205 1.254 0.629 0.370
C 11.010651 -66.651803 -16.131292 -6.408 6.816 1.163 -0.507
C 5.120424 -65.364759 -13.061536 1.191 3.194 8.116 0.239
O 4.240630 -65.995447 -14.950479 -1.555 0.099 -1.769 -0.579
C 3.616932 -64.979950 -10.831739 6.261 1.023 -4.261 -0.583
C 8.667918 -64.803159 -16.396610 3.681 -3.500 -0.954 0.103
H 4.696300 -64.008192 -8.957695 0.537 0.192 -3.790 0.212
N 5.240695 -65.844630 -14.340154 5.337 -4.052 -1.050 0.907
H 9.020840 -56.972740 -8.053665 0.341 -1.465 -0.478 0.294
H 7.299647 -64.325173 -12.840812 -1.704 -1.120 0.860 0.216
C 6.340892 -64.690982 -12.309649 -4.463 1.774 0.026 -0.122
H 10.299743 -62.204442 -17.357820 -0.409 1.187 -0.645 0.340

***

Entry 2:
16
Properties=species:S:1:pos:R:3:forces:R:3:mulliken_charge:R:1 method="wB97M-V/def2-TZVPD" lumo_ev=0.82 smiles="NC(=O)CCCO" energy_ha=-363.0652 total_charge=0 spin_multiplicity=1
H -1.352982 -0.013438 -2.124470 0.001 0.133 0.157 0.312
H 2.458374 -0.587544 2.586805 -0.035 -0.011 -0.112 0.239
H -1.104852 0.460968 0.883459 0.013 -0.087 -0.122 0.349
N 2.133666 -0.320558 1.670073 -0.006 -0.007 0.123 -0.397
H -1.484707 -1.099421 0.150038 0.044 0.147 -0.022 0.291
O -0.860160 1.833435 -1.286985 -0.057 0.208 -0.255 -0.519
H 1.075253 0.451816 -0.469718 -0.045 -0.126 0.081 0.282
H 0.690613 -1.203883 -0.958647 -0.009 0.080 0.124 0.271
O 0.665512 -2.047833 1.630411 0.173 0.308 -0.154 -0.614
C -1.515234 0.577117 -1.206558 -0.164 -0.395 0.063 -0.477
H -1.192889 2.300647 -2.061603 0.085 -0.017 0.132 0.305
C 0.546359 -0.457520 -0.167757 0.004 -0.009 -0.101 -0.473
H -2.601074 0.707352 -1.079564 0.194 0.003 -0.015 0.329
C -0.945454 -0.159637 -0.008101 -0.082 -0.017 0.063 -0.560
C 1.106393 -1.032249 1.120501 -0.065 -0.058 0.021 0.459
H 2.381175 0.590753 1.322120 -0.053 -0.154 0.018 0.202

***

Listing relative energy (zero: lowest compared OMol25 entry of this formula, charge and spin) for the structures above in their given order: 15.2 53.3 kJ/mol.